[1]
{"formula": "C21H45InN2OP3S", "method": "the ωB97M-V functional and the def2-TZVPD basis", "homo_energy_ev": [-15.49, -15.48], "multiplicity": 1, "e_above_lowest_kcal_mol": 93.0, "charge": 3, "fmax_ev_per_a": 3.2, "homo_lumo_gap_ev": [4.6275, 3.9016], "species": ["In", "S", "P", "P", "P", "O", "N", "N", "C", "C", "C", "C", "C", "C", "C", "C", "C", "C", "C", "C", "C", "C", "C", "C", "C", "C", "C", "C", "C", "H", "H", "H", "H", "H", "H", "H", "H", "H", "H", "H", "H", "H", "H", "H", "H", "H", "H", "H", "H", "H", "H", "H", "H", "H", "H", "H", "H", "H", "H", "H", "H", "H", "H", "H", "H", "H", "H", "H", "H", "H", "H", "H", "H", "H"], "xyz": [[1.649902, -0.987307, -0.986984], [4.046093, -0.688942, -1.329231], [-0.116258, 1.170532, -1.874008], [-3.111456, 0.682184, 0.607335], [-0.117692, 1.504586, 1.620779], [-1.988345, -2.200507, -1.556686], [4.151053, 0.513668, 1.118937], [4.425045, 1.858174, -0.743184], [-2.936126, -0.249173, 2.196871], [-4.488577, 1.809899, 1.088343], [4.180258, 0.642910, -0.241302], [-2.028374, -3.730752, 0.203656], [2.135098, -3.447271, -1.029774], [-0.853375, 2.795328, -1.394384], [1.198560, 1.812665, -2.981935], [5.733312, 2.405765, 1.213914], [0.247489, 0.610414, 3.187253], [-4.098729, -0.539092, -0.345787], [1.944728, -2.734861, -2.250315], [-2.456700, -5.135673, 0.496396], [4.849039, 2.965317, 0.111257], [-2.238238, -3.374733, -1.260955], [-2.958020, -4.220402, -2.145907], [-3.511609, -5.397756, -1.688389], [5.102383, 1.272398, 1.970646], [-3.179805, -5.875178, -0.385771], [1.464966, 2.436566, 1.527123], [-1.143599, 2.890883, 2.290962], [-1.384027, 0.678090, -3.103051], [-2.189624, 2.601384, 2.445832], [-5.158988, -0.261513, -0.322762], [0.202253, 1.310000, 4.031963], [-3.972206, -1.547533, 0.068729], [-4.514502, 2.648325, 0.383677], [-2.149536, -5.523289, 1.481914], [-3.506947, -6.890865, -0.131550], [-2.657831, 0.426276, 3.017779], [-1.121682, -0.290742, -3.540760], [2.791902, -3.131078, -0.177139], [-5.436446, 1.267292, 1.025156], [1.932873, 1.034357, -3.213548], [1.942401, -4.535391, -1.043758], [-2.156645, -1.017596, 2.093109], [-1.432948, 1.449756, -3.883310], [1.489696, 3.056769, 0.624916], [3.977660, -0.448966, 1.425390], [-2.667331, -2.960202, 0.660948], [-2.362734, 0.585752, -2.616223], [4.339763, 1.956697, -1.754778], [-3.142259, -3.813464, -3.128890], [0.732489, 2.164246, -3.908294], [0.999255, -2.867653, -2.809061], [6.658078, 2.047411, 0.760067], [2.757379, -2.494151, -2.960824], [-3.892613, -0.734979, 2.437806], [-1.116502, 3.723986, 1.578872], [-0.478359, -0.195789, 3.343670], [-3.743684, -0.551296, -1.383148], [5.391621, 3.669330, -0.530519], [-4.353609, 2.197410, 2.101136], [-0.709819, 3.212033, 3.245646], [1.531270, 3.096968, 2.401441], [2.321165, 1.749781, 1.515258], [5.859455, 0.576903, 2.336090], [1.718734, 2.645415, -2.495028], [4.539645, 1.630937, 2.831060], [-0.987429, -3.511565, 0.524006], [-1.757584, 2.658587, -0.784834], [5.997981, 3.210079, 1.896642], [-1.137205, 3.332864, -2.311038], [1.252685, 0.173648, 3.122574], [-4.127422, -5.996603, -2.360246], [3.957198, 3.466085, 0.526406], [-0.136594, 3.412645, -0.840190]], "atomic_forces_ev_per_a": [[-1.437, 0.597, -1.002], [-0.397, 0.327, 0.533], [0.310, 0.528, -1.277], [-2.031, -1.512, 1.985], [-0.242, 0.853, 1.413], [0.893, 0.410, -0.551], [0.311, -1.062, -1.365], [-0.442, -1.292, 0.060], [0.704, 0.137, -0.076], [0.640, 1.033, -0.319], [0.974, 1.742, 0.883], [0.040, -0.735, -1.050], [0.884, -1.574, 1.512], [0.038, -0.095, 0.834], [0.243, -0.143, 0.083], [0.642, 0.309, -0.401], [-0.193, -0.584, -0.200], [0.558, -0.169, -1.100], [-1.253, 1.444, -1.818], [-0.301, -0.512, 0.470], [-0.322, 0.339, 0.013], [0.021, 1.403, 0.975], [-1.009, -1.524, 0.046], [0.947, 1.596, -1.322], [-0.641, 0.069, 0.659], [0.487, -0.407, 1.693], [0.120, -0.010, -0.566], [-0.144, -0.095, -0.332], [-0.007, -0.755, 0.304], [0.317, 0.130, 0.041], [0.355, 0.061, 0.015], [0.073, -0.177, -0.207], [0.072, 0.426, -0.145], [-0.256, 0.003, 0.212], [-0.398, -0.058, -0.641], [0.235, 0.495, 0.067], [-0.151, -0.230, -0.221], [-0.198, 0.162, 0.016], [-0.155, -0.352, -1.210], [0.289, -0.028, 0.029], [-0.086, 0.132, -0.175], [-0.551, 0.627, 0.539], [-0.299, 0.136, 0.049], [0.093, -0.144, 0.274], [0.099, -0.011, 0.137], [0.356, 0.508, -0.197], [0.075, -0.472, 0.437], [0.277, -0.058, -0.166], [0.386, 0.004, 0.422], [-0.067, -0.160, -0.127], [0.217, 0.013, 0.130], [0.645, -0.714, 0.328], [0.054, 0.123, -0.062], [-0.086, -0.155, 0.469], [0.163, 0.227, -0.177], [-0.081, -0.083, 0.188], [0.308, 0.184, 0.163], [-0.345, -0.297, 0.191], [-0.148, -0.098, 0.309], [0.033, 0.009, -0.178], [-0.137, 0.013, -0.219], [-0.014, -0.174, -0.135], [-0.329, 0.230, 0.005], [-0.058, 0.034, -0.048], [-0.074, -0.117, -0.088], [-0.012, 0.033, 0.063], [-0.548, -0.196, -0.206], [0.319, 0.066, -0.188], [0.059, -0.027, 0.045], [0.215, -0.337, 0.083], [-0.255, 0.036, 0.090], [0.086, 0.135, 0.271], [0.331, -0.097, -0.160], [-0.201, -0.118, -0.107]], "lowdin_charge": [0.72, 0.81, 0.78, 0.96, 0.80, -0.05, 0.01, 0.05, -0.27, -0.22, -0.76, -0.09, -0.11, -0.26, -0.27, -0.13, -0.25, -0.22, -0.34, -0.04, -0.12, -0.42, 0.00, 0.00, -0.13, -0.07, -0.27, -0.26, -0.23, 0.01, 0.07, 0.07, 0.04, 0.06, 0.12, 0.13, 0.04, 0.06, 0.03, 0.07, 0.02, 0.10, 0.03, 0.08, 0.03, 0.14, 0.10, 0.03, 0.15, 0.12, 0.07, 0.07, 0.14, 0.07, 0.08, 0.05, 0.03, 0.03, 0.15, 0.05, 0.06, 0.08, 0.01, 0.14, 0.05, 0.13, 0.13, 0.00, 0.14, 0.08, 0.04, 0.13, 0.12, 0.04]}



[2]
{"formula": "C21H46AlNO2P2", "method": "the ωB97M-V functional and the def2-TZVPD basis", "homo_energy_ev": -13.94, "multiplicity": 1, "e_above_lowest_kcal_mol": 0.0, "charge": 2, "fmax_ev_per_a": 2.4, "homo_lumo_gap_ev": 7.9621, "species": ["P", "P", "Al", "O", "O", "N", "C", "C", "C", "C", "C", "C", "C", "C", "C", "C", "C", "C", "C", "C", "C", "C", "C", "C", "C", "C", "C", "H", "H", "H", "H", "H", "H", "H", "H", "H", "H", "H", "H", "H", "H", "H", "H", "H", "H", "H", "H", "H", "H", "H", "H", "H", "H", "H", "H", "H", "H", "H", "H", "H", "H", "H", "H", "H", "H", "H", "H", "H", "H", "H", "H", "H", "H"], "xyz": [[0.017556, 2.338756, -0.494389], [-0.050398, -2.152071, -0.862692], [-0.233666, 0.061904, -0.231784], [0.652902, -0.113941, 1.571936], [-2.734237, -0.050697, 1.430259], [1.899549, 0.172341, -1.738078], [-1.157241, -3.301133, 1.479523], [-0.949291, -4.020136, -2.795655], [2.121967, -0.088898, 1.893900], [-2.099037, 0.004182, 0.398899], [-0.795570, 4.463990, -2.200054], [1.549977, -2.265714, -1.779682], [-1.246859, 3.189777, 1.889340], [0.399523, 4.799880, 0.878413], [-2.624969, 3.106599, -1.086805], [-0.060073, -0.078515, 2.902985], [0.042899, 3.323671, 1.074309], [-1.203977, 3.090601, -1.659022], [0.071260, -3.336161, 0.562749], [-1.353743, -2.764534, -2.017654], [2.254512, -0.637873, 3.303786], [2.597517, 1.348201, -1.166631], [0.411289, -4.772446, 0.154469], [-2.716811, -2.935136, -1.340873], [1.677987, 2.569006, -1.269097], [0.840766, -0.862739, 3.828933], [2.546273, -1.139423, -1.492705], [-2.537038, 0.043400, -0.627022], [-1.637981, -2.316980, 1.539053], [0.861309, 2.849566, 1.647546], [3.409528, -1.232660, -2.176582], [0.031570, -3.926157, -3.273500], [0.714747, -0.520914, 4.858231], [-1.690291, -4.182175, -3.589273], [-1.059606, -0.496735, 2.790809], [1.300100, -2.252175, -2.852424], [-1.431322, -1.929839, -2.737020], [2.898028, 1.157237, -0.126031], [-3.327271, 3.202217, -1.926559], [-2.784533, 3.972066, -0.430320], [-0.838930, -3.580434, 2.494337], [-1.485134, 4.727084, -3.013171], [0.573098, -1.927662, 3.800456], [-1.661796, 2.174937, 1.898278], [0.930698, -2.936527, 1.132791], [2.648261, -0.704690, 1.156838], [-0.949065, -4.912208, -2.159178], [1.996610, 0.300490, -2.725881], [-2.880570, 2.189766, -0.541211], [0.714457, -5.318016, 1.059473], [-3.482080, -2.972404, -2.128503], [2.446798, 0.959135, 1.835994], [-0.460327, -5.296453, -0.259527], [2.938663, -1.202278, -0.468217], [2.846035, -1.558019, 3.302457], [2.029118, -3.231181, -1.560914], [-0.876851, 5.245782, -1.436832], [-1.019247, 3.467312, 2.928954], [-2.023004, 3.877684, 1.528321], [-1.912727, -4.031935, 1.160590], [3.520096, 1.529261, -1.744743], [-2.970256, -2.106558, -0.668773], [0.219723, 4.473768, -2.610975], [2.788577, 0.089241, 3.922156], [0.622842, 5.227222, 1.866439], [1.504745, 2.795928, -2.333775], [-1.183383, 2.377143, -2.502289], [-0.126572, 0.980392, 3.181655], [1.243455, -4.836126, -0.556540], [-2.775573, -3.880797, -0.785881], [1.283367, 4.955410, 0.248772], [2.177202, 3.438903, -0.818691], [-0.443580, 5.369465, 0.466313]], "atomic_forces_ev_per_a": [[0.370, 1.723, -0.465], [0.404, -1.640, -0.586], [0.679, -0.193, 2.242], [0.767, -0.187, 0.057], [-0.474, -0.006, -0.747], [0.004, -0.201, 1.431], [-0.148, -0.014, 0.335], [-0.061, -0.144, -0.133], [-0.734, 0.137, -0.077], [1.173, 0.090, 0.333], [-0.080, 0.148, -0.130], [0.081, -0.228, -0.169], [-0.177, -0.024, 0.322], [0.103, 0.223, 0.117], [-0.241, 0.066, -0.136], [0.171, 0.271, -0.191], [0.211, -0.357, 0.122], [0.144, -0.300, -0.240], [0.356, 0.402, 0.109], [0.106, 0.397, -0.287], [0.629, 0.073, 0.298], [0.259, -0.051, -0.100], [0.084, -0.223, 0.089], [-0.226, -0.051, -0.090], [0.135, 0.180, -0.153], [-0.394, -0.394, -0.060], [0.275, 0.071, -0.227], [-1.747, -0.017, -0.240], [0.116, -0.266, 0.018], [-0.161, 0.072, -0.160], [-0.212, -0.190, 0.400], [-0.207, -0.096, 0.058], [0.042, -0.052, -0.119], [0.186, 0.015, 0.162], [0.191, 0.170, -0.267], [0.082, -0.060, 0.285], [-0.026, -0.190, 0.076], [-0.177, -0.006, -0.470], [0.128, -0.015, 0.269], [0.072, -0.298, -0.176], [-0.171, 0.016, -0.260], [0.185, -0.039, 0.169], [0.070, 0.275, -0.005], [0.071, 0.248, 0.007], [-0.181, -0.044, -0.163], [-0.352, 0.325, 0.281], [-0.001, 0.277, -0.238], [-0.673, 0.116, -0.795], [-0.029, 0.293, -0.087], [-0.079, 0.117, -0.237], [0.156, -0.005, 0.250], [-0.085, -0.311, -0.046], [0.293, 0.202, 0.147], [-0.175, 0.084, -0.488], [-0.149, 0.149, 0.077], [-0.190, 0.249, -0.205], [0.019, -0.245, -0.290], [-0.155, -0.029, -0.262], [0.269, -0.250, 0.136], [0.248, 0.276, 0.116], [-0.208, 0.108, 0.350], [-0.027, -0.271, -0.117], [-0.211, 0.080, 0.066], [-0.049, -0.152, -0.075], [-0.048, -0.097, -0.259], [0.090, -0.005, 0.325], [-0.021, 0.149, 0.117], [0.005, -0.231, -0.067], [-0.227, -0.077, 0.147], [0.045, 0.318, -0.146], [-0.238, 0.056, 0.128], [-0.180, -0.199, -0.242], [0.293, -0.217, 0.165]], "lowdin_charge": [1.06, 1.06, 0.28, -0.24, -0.01, -0.10, -0.08, -0.08, -0.11, -0.37, -0.08, -0.27, -0.09, -0.08, -0.08, -0.09, -0.50, -0.51, -0.49, -0.51, -0.13, -0.24, -0.08, -0.08, -0.27, -0.12, -0.23, 0.05, 0.05, 0.11, 0.14, 0.07, 0.14, 0.10, 0.11, 0.10, 0.12, 0.10, 0.10, 0.09, 0.10, 0.10, 0.12, 0.05, 0.11, 0.10, 0.07, 0.13, 0.06, 0.10, 0.10, 0.12, 0.08, 0.10, 0.13, 0.10, 0.07, 0.10, 0.08, 0.09, 0.14, 0.06, 0.07, 0.13, 0.10, 0.10, 0.12, 0.13, 0.07, 0.09, 0.08, 0.10, 0.08]}